# 1
62
Properties=species:S:1:pos:R:3:mulliken_charge:R:1 method="wB97M-V/def2-TZVPD" e_above_lowest_kj_mol=0.00 total_charge=+1 homo_lumo_gap_ev="5.28 / 5.28" fmax_ha_per_bohr=0.0973 e_lumo_ev="-3.4 / -3.4"
C -2.0721 2.4468 -2.9360 -0.070
C -1.7541 1.1084 -2.7658 -0.051
C -0.4966 0.6373 -3.2660 -0.211
C 0.4901 1.5513 -3.7825 0.991
C 0.0896 2.8997 -3.9757 -0.806
C -1.1640 3.3319 -3.5603 -0.824
C 1.7841 1.0431 -3.9827 -0.975
C 2.1411 -0.2143 -3.4691 1.027
C 1.0700 -1.0500 -2.9921 -0.176
C 1.3390 -2.2327 -2.2327 0.014
C 2.6574 -2.6236 -2.0489 -0.210
C 3.7124 -1.8685 -2.6068 -0.912
C 3.4676 -0.6965 -3.3097 -0.830
H -3.0405 2.8126 -2.5847 0.447
H 0.8024 3.5790 -4.4469 0.415
H -1.4575 4.3737 -3.6964 0.384
H 2.5484 1.6898 -4.4019 0.438
H 2.8656 -3.5270 -1.4731 0.517
H 4.7344 -2.2185 -2.4629 0.389
H 4.2793 -0.1071 -3.7380 0.423
N -0.2074 -0.6723 -3.1818 -0.473
In -1.0030 -0.6147 1.7545 0.793
C -2.6639 0.1141 -2.0712 -1.011
H -2.3181 -0.8922 -2.3437 0.424
H -3.7043 0.2584 -2.3957 0.667
C 0.1511 -2.9775 -1.6523 -1.075
H -0.7409 -2.6533 -2.2094 0.494
H 0.2955 -4.0646 -1.7612 0.633
P -2.6850 0.1199 -0.1995 0.489
P -0.2610 -2.6590 0.1453 0.731
C 1.1190 -3.5544 0.9345 -1.273
H 1.0880 -3.3962 2.0205 0.378
H 1.0211 -4.6275 0.7152 0.365
H 2.0759 -3.1820 0.5452 0.339
C -1.6233 -3.8786 0.3222 -1.303
H -1.2078 -4.8916 0.2202 0.483
H -2.0893 -3.7749 1.3098 0.353
H -2.3885 -3.7109 -0.4483 0.313
C -3.2351 1.8211 0.1414 -1.431
H -4.1575 2.0264 -0.4228 0.387
H -3.4255 1.9458 1.2162 0.411
H -2.4549 2.5298 -0.1641 0.406
C -4.2196 -0.8333 0.0932 -1.276
H -4.3811 -0.9518 1.1744 0.367
H -5.0655 -0.2802 -0.3434 0.444
H -4.1456 -1.8290 -0.3658 0.308
C -1.5078 -1.3291 4.1221 0.133
O -1.7667 -1.6832 5.1779 -0.130
H -0.0266 1.3808 0.6791 0.413
C 0.2968 1.1200 1.6965 -0.083
C 0.9815 1.4629 2.6950 -0.376
C 1.6569 2.0098 3.7868 0.519
C 1.1208 3.1474 4.4504 -0.444
C 1.7262 3.6309 5.6074 -0.490
C 2.8843 3.0118 6.1088 -0.379
C 3.4687 1.9416 5.4123 -0.482
C 2.8624 1.4373 4.2626 -0.528
H 0.2174 3.6144 4.0476 0.399
H 1.2906 4.4901 6.1235 0.374
H 3.3347 3.3756 7.0353 0.382
H 4.3977 1.4927 5.7707 0.373
H 3.2934 0.5899 3.7228 0.401



# 2
53
Properties=species:S:1:pos:R:3:mulliken_charge:R:1 method="wB97M-V/def2-TZVPD" e_above_lowest_kj_mol=0.00 total_charge=0 homo_lumo_gap_ev="7.34 / 6.80" fmax_ha_per_bohr=0.0666 e_lumo_ev="0.0 / -0.7" spin_multiplicity=3
P 2.2236 0.6442 -0.4860 1.636
P 0.5164 -2.2668 -0.0537 1.436
C 3.1033 -1.0037 -0.1583 -1.346
C 2.3192 -2.2344 -0.6132 -1.151
H 3.3621 -1.0322 0.9235 0.356
H 3.9984 -0.9183 -0.7748 0.662
H 2.3002 -2.3540 -1.7181 0.353
H 2.7314 -3.1204 -0.1273 0.612
C 0.8921 -2.8308 1.6453 -1.617
H -0.0565 -3.0138 2.1536 0.359
H 1.4944 -2.0999 2.2151 0.307
H 1.4609 -3.7571 1.4904 0.598
C 0.0586 -3.8612 -0.8127 -1.511
H 0.7538 -4.6023 -0.3653 0.417
H 0.1895 -3.7942 -1.9104 0.398
H -0.9931 -4.0622 -0.5401 0.346
C 3.5459 1.7451 0.1252 -1.419
H 3.1943 2.7782 -0.0488 0.380
H 4.4365 1.5056 -0.4892 0.425
H 3.7337 1.5654 1.1962 0.362
C 2.6057 0.6671 -2.2457 -1.754
H 2.1398 -0.1598 -2.7931 0.342
H 3.6906 0.5894 -2.2933 0.584
H 2.2624 1.6162 -2.6373 0.371
Ni -2.9418 1.6539 -0.7643 0.271
C -1.9794 -1.1682 0.0676 -0.418
C -1.4812 -0.8468 1.2774 -0.258
C -0.2546 -0.0067 1.6306 0.694
C -0.2045 1.5515 1.6482 -0.993
C 0.0184 2.2558 0.3565 -0.233
C -0.5180 1.8142 -0.8460 -0.940
C -0.4753 0.3980 -1.3792 1.214
C -1.7031 -0.5300 -1.3118 -1.504
C -3.0434 3.6353 -0.2517 -1.063
H -2.9324 -1.7021 0.0419 0.355
H -2.2057 -0.9206 2.1078 0.379
H 0.6278 -0.3149 1.0174 -1.096
H 0.0442 -0.3132 2.6646 0.599
H -1.0720 1.9906 2.1696 0.334
H 0.6753 1.7078 2.3167 0.381
H 0.0390 3.3569 0.5066 0.379
H -0.6174 2.6292 -1.5989 0.577
H 0.3113 -0.1913 -0.8567 -1.807
H -0.1035 0.3880 -2.4331 0.451
H -2.6208 -0.0427 -1.7483 0.644
H -1.4241 -1.3212 -2.0404 0.542
H -3.9344 3.7376 -0.8784 0.272
H -2.2208 4.2084 -0.6615 0.419
H -3.2765 3.9977 0.7528 0.312
O -3.8606 1.2729 2.5569 -0.518
C -4.6454 1.0078 1.6303 0.014
O -4.4389 0.8801 0.3727 -0.498
H -5.7257 0.8717 1.9709 0.348



# 3
165
Properties=species:S:1:pos:R:3:mulliken_charge:R:1 method="wB97M-V/def2-TZVPD" total_charge=-1 homo_lumo_gap_ev=5.88 fmax_ha_per_bohr=0.0809 e_lumo_ev=0.9
Sn -2.7640 -1.9865 1.7906 1.060
P -0.5203 -0.4008 0.2142 -1.174
O 0.3294 0.6370 -0.4815 -0.275
O -1.2703 0.2725 1.4208 -0.096
O 0.1767 -1.7047 0.6664 1.801
O -1.7411 -0.8009 -0.6930 -1.736
C 0.8068 -5.0339 3.9461 -1.784
C 1.1074 -4.3586 2.6245 1.639
C 1.3435 -5.2557 1.4293 -1.169
O -0.0482 -3.5511 2.3110 -0.386
H 0.0542 -5.8150 3.8244 0.343
H 0.6222 -4.3505 4.7719 0.319
H 1.7098 -5.5927 4.2258 0.424
H 1.9578 -3.6747 2.7380 -0.389
H 1.5445 -4.6584 0.5384 -0.090
H 0.4825 -5.8802 1.1817 0.354
H 2.1833 -5.9277 1.6397 0.491
H 0.2034 -2.8974 1.6014 -0.208
C 4.4262 -2.6650 -4.5344 -0.978
O 3.8069 -1.8757 -3.5569 -0.123
C 2.5133 -2.3253 -3.1795 -1.851
C 2.0354 -1.6566 -1.8992 1.469
N 2.4988 -2.4558 -0.7412 0.260
C 3.8891 -2.1176 -0.4438 -0.058
C 4.1926 -2.5928 0.9628 0.251
O 5.5828 -2.4188 1.2061 -0.406
C 5.9805 -2.7415 2.5020 -0.746
H 3.7524 -3.0234 -5.3198 0.314
H 4.9931 -3.4794 -4.0676 0.318
H 5.1605 -2.0279 -5.0357 0.244
H 2.4519 -3.4101 -3.0427 0.567
H 1.8331 -2.0186 -3.9892 0.564
H 0.9445 -1.6592 -1.8913 -0.392
H 2.3448 -0.6151 -1.7709 -0.331
H 1.8697 -2.1153 -0.0106 -0.576
H 4.0743 -1.0439 -0.5760 -0.361
H 4.5793 -2.6525 -1.1003 0.299
H 3.9624 -3.6547 1.1261 0.484
H 3.6221 -2.0333 1.7180 -0.348
H 7.0154 -2.4186 2.6450 0.282
H 6.0413 -3.8360 2.6105 0.299
H 5.3897 -2.2960 3.3095 0.227
C -2.5492 2.5668 3.0636 -0.639
O -2.7555 3.5441 2.0871 -0.231
C -2.2151 4.8069 2.3522 -0.545
C -2.6051 5.7385 1.2182 -0.923
N -1.8771 5.3597 0.0154 0.141
C -2.2469 6.2248 -1.0910 -1.017
C -3.5498 5.8397 -1.7976 -0.490
O -3.3473 4.5892 -2.4058 0.027
C -4.1859 4.4486 -3.5592 -0.631
H -3.1119 1.7013 2.7180 0.062
H -2.9574 2.8596 4.0450 0.438
H -1.5029 2.2772 3.1764 0.162
H -1.1257 4.7726 2.5009 0.232
H -2.6251 5.1610 3.3155 0.438
H -2.3651 6.7585 1.5681 0.401
H -3.6793 5.6709 1.0528 0.344
H -0.8790 5.3806 0.1697 0.118
H -1.4679 6.2078 -1.8569 0.377
H -2.3472 7.2795 -0.7715 0.381
H -3.7909 6.6047 -2.5452 0.439
H -4.3120 5.8436 -1.0046 0.241
H -4.0491 3.4332 -3.9164 -0.202
H -3.8729 5.2294 -4.2599 0.384
H -5.2105 4.5949 -3.1967 0.374
C -1.7362 2.4229 -6.8166 -0.678
O -1.1078 1.3545 -6.1648 -0.444
C -0.6265 1.7524 -4.8600 -0.747
C -0.6682 0.5972 -3.8977 1.297
N -1.8891 0.4714 -3.1301 0.827
C -2.9831 -0.0090 -3.9462 0.154
C -4.3020 0.0453 -3.2141 -0.848
O -4.7068 1.3899 -3.0302 -0.052
C -6.0660 1.5105 -2.7078 -0.913
H -1.0806 3.2978 -6.8983 0.323
H -2.6654 2.7183 -6.3092 0.185
H -2.0511 2.1040 -7.8121 0.263
H -1.2420 2.5643 -4.4650 0.141
H 0.3910 2.1094 -5.0484 0.518
H 0.1950 0.6341 -3.2241 -1.111
H -0.4164 -0.3933 -4.3371 0.171
H -1.7395 -0.1775 -2.3445 -0.489
H -2.7541 -1.0115 -4.3510 -0.233
H -3.1567 0.6021 -4.8385 0.203
H -4.2850 -0.4495 -2.2311 0.200
H -5.0557 -0.5368 -3.7697 0.516
H -6.4073 0.7755 -1.9746 0.329
H -6.7022 1.5587 -3.6004 0.333
H -6.1657 2.5060 -2.2666 0.186
C -4.8121 0.2251 4.7942 -0.933
O -3.8187 -0.7590 4.6387 -0.022
C -3.2436 -1.1336 5.8804 -0.764
C -2.1641 -2.1885 5.6390 -0.832
N -1.4801 -1.9799 4.3673 0.677
C -0.5575 -0.8218 4.3775 0.543
C 0.6979 -1.0453 5.2064 -0.430
O 0.4474 -0.5465 6.5264 -0.321
C 1.6292 -0.3917 7.2897 -0.827
H -4.4116 1.1554 5.2116 0.326
H -5.6309 -0.1270 5.4307 0.343
H -5.2165 0.4878 3.8177 0.262
H -3.9994 -1.5135 6.5786 0.470
H -2.8566 -0.2216 6.3546 0.386
H -2.7448 -3.1140 5.5683 0.537
H -1.4778 -2.2779 6.4847 0.342
H -0.8755 -2.7958 4.3012 -0.338
H -1.0900 0.0484 4.7591 0.349
H -0.2741 -0.6624 3.3349 -0.933
H 1.5118 -0.5120 4.7080 0.516
H 0.9847 -2.0918 5.3760 0.376
H 2.2202 0.4795 6.9960 0.212
H 2.2869 -1.2639 7.1756 0.343
H 1.2525 -0.3609 8.3108 0.258
C 1.4869 2.2266 4.0275 -1.683
C 2.0262 2.0222 2.6100 0.760
C 2.6234 0.6480 2.3460 1.930
O 3.7886 0.3338 3.0957 -0.484
C 4.9603 0.9481 2.6194 -0.771
N 0.9613 2.3619 1.6596 0.173
H 2.3377 2.1606 4.7156 0.409
H 0.7745 1.4431 4.2792 0.162
H 1.0654 3.2233 4.1438 0.301
H 2.8415 2.7522 2.5148 0.445
H 2.8051 0.4252 1.2826 -0.427
H 1.8992 -0.1588 2.5332 -1.136
H 5.8386 0.4426 3.0314 0.306
H 5.0566 1.9845 2.9572 0.355
H 5.0467 0.8278 1.5349 0.226
H 1.1696 1.7903 0.8299 -0.440
H 0.1479 1.7852 1.9072 -0.630
C -0.9089 -5.7451 -1.6188 -1.794
C -1.0650 -4.2854 -2.0039 2.438
C -2.1930 -4.0950 -3.0182 0.229
O -1.9522 -4.7430 -4.2504 -0.448
C -1.0414 -4.1027 -5.1125 -0.213
N -1.3971 -3.4251 -0.8543 0.194
H -1.5822 -6.0264 -0.8058 0.377
H 0.1096 -5.8499 -1.2298 0.223
H -0.9876 -6.4942 -2.4068 0.405
H -0.1232 -3.9262 -2.4358 -1.130
H -2.3813 -3.0282 -3.2079 -0.446
H -3.1382 -4.4731 -2.6214 0.324
H -1.5581 -3.2879 -5.6282 0.250
H -0.6529 -4.8075 -5.8488 0.297
H -0.1519 -3.7587 -4.5747 -0.118
H -0.5307 -3.2009 -0.3673 -0.664
H -1.5866 -2.4841 -1.2246 0.266
C 2.2913 4.3774 -2.9227 -1.956
C 2.0170 2.9329 -2.4964 1.526
C 3.0640 2.4065 -1.5186 0.147
O 4.3692 2.2889 -2.0898 -0.537
C 4.4664 1.1751 -2.9487 -0.320
N 0.6787 2.9363 -1.8908 0.145
H 1.5465 4.7130 -3.6446 0.328
H 3.2503 4.4994 -3.4360 0.361
H 2.2882 5.0009 -2.0246 0.388
H 2.0107 2.3307 -3.4100 -0.264
H 2.7010 1.4616 -1.0940 -0.540
H 3.1283 3.0932 -0.6686 0.375
H 5.4530 1.2464 -3.4095 0.420
H 3.6985 1.1322 -3.7265 0.137
H 4.4100 0.2130 -2.4266 0.055
H 0.5011 1.9775 -1.5436 -0.220
H 0.7717 3.5253 -1.0658 0.179



# 4
17
Properties=species:S:1:pos:R:3:mulliken_charge:R:1 method="wB97M-V/def2-TZVPD" e_above_lowest_kj_mol=210.32 total_charge=0 smiles="CC(C)=C(N)NC#N" homo_lumo_gap_ev=7.92 fmax_ha_per_bohr=0.0797 e_lumo_ev=0.5
C 1.1596 -1.3285 0.0689 -1.366
C -0.6616 -0.7310 -1.5711 -1.679
N 0.3823 1.2146 1.4112 -0.310
C -0.4900 0.5098 0.6214 0.404
C 0.0518 -0.3629 -0.2929 0.695
N -1.8044 0.8911 0.6051 -0.536
C 1.5688 1.5793 0.6327 0.263
N 2.5755 2.0239 0.2641 -0.457
H -0.0507 2.0021 1.8817 0.311
H -2.4095 0.2183 0.1439 0.228
H -2.1515 1.2238 1.4986 0.236
H 0.7853 -2.3593 0.0434 0.370
H 1.5579 -1.1643 1.0744 0.365
H 1.9857 -1.2435 -0.6420 0.346
H -1.2916 -1.6171 -1.4497 0.335
H 0.0776 -0.9464 -2.3507 0.395
H -1.2854 0.0901 -1.9391 0.400



# 5
80
Properties=species:S:1:pos:R:3:mulliken_charge:R:1 method="wB97M-V/def2-TZVPD" e_above_lowest_kj_mol=86.14 total_charge=0 homo_lumo_gap_ev=5.67 fmax_ha_per_bohr=0.0330 e_lumo_ev=-0.5
W -0.2601 -0.3584 0.3291 0.694
C 1.4490 2.9074 2.9897 -1.972
C 1.3853 1.6868 2.1077 1.087
N 0.4419 1.5332 1.2268 0.564
N -0.2871 2.7326 1.0938 -1.064
C -1.1692 2.7303 0.1642 0.191
S -1.5626 1.4204 -0.8485 -0.253
S -2.0452 4.2610 -0.0803 -0.180
C -3.6269 3.7461 0.6761 -0.708
C -3.5349 3.6774 2.1740 -0.011
C -3.7507 4.8041 2.9623 -0.550
C -3.6332 4.7358 4.3425 -0.680
C -3.2978 3.5340 4.9555 -0.620
C -3.0811 2.4068 4.1751 -1.030
C -3.1956 2.4802 2.7922 1.214
C 2.4929 0.7119 2.2731 0.745
C 3.4772 0.9113 3.2536 -0.708
C 4.5830 0.0905 3.3702 -1.152
C 4.7441 -0.9604 2.4715 -0.606
C 3.7907 -1.1863 1.5014 -0.722
C 2.6511 -0.3770 1.4089 0.362
O 1.7464 -0.6930 0.4990 -0.030
H 0.5348 3.4824 2.9464 0.454
H 2.2754 3.5582 2.6917 0.324
H 1.6281 2.5931 4.0177 0.493
H -3.9003 2.7844 0.2393 -0.125
H -4.3499 4.4938 0.3501 0.590
H -4.0147 5.7437 2.4886 0.424
H -3.8108 5.6194 4.9429 0.389
H -3.2205 3.4765 6.0343 0.411
H -2.8381 1.4586 4.6425 0.572
H -3.0250 1.5961 2.1885 0.061
H 3.3857 1.7390 3.9393 0.353
H 5.3183 0.2770 4.1413 0.430
H 5.6151 -1.6021 2.5317 0.436
H 3.8852 -2.0019 0.7940 0.463
N 0.7378 -4.1198 -1.2283 -0.015
C 0.0839 -4.7100 -0.1621 -1.051
C -0.4449 -3.6863 0.5622 -0.647
N -0.1219 -2.5049 -0.0519 1.034
C 0.5665 -2.7958 -1.1234 0.260
C 0.9171 -1.7007 -2.0301 -0.069
N 0.5554 -0.4843 -1.7071 0.807
C 0.9109 0.3379 -2.7397 -0.565
C 1.5057 -0.4129 -3.7085 -1.025
N 1.5025 -1.7090 -3.2355 -0.020
H 1.1757 -4.6117 -1.9873 0.192
H 0.0593 -5.7758 -0.0216 0.440
H -1.0580 -3.7096 1.4468 0.552
H 0.6977 1.3917 -2.7146 0.505
H 1.9139 -0.1528 -4.6687 0.411
H 1.8234 -2.5148 -3.7429 0.186
S -2.1496 -1.3702 -1.5369 -0.385
C -3.6834 -0.7673 -0.9763 1.088
C -4.7589 -0.5770 -1.8348 -1.075
C -5.9678 -0.0748 -1.3681 0.581
C -7.0599 0.1203 -2.2972 -0.275
N -7.9283 0.2725 -3.0349 -0.550
C -6.1110 0.2426 -0.0152 0.454
C -5.0408 0.0415 0.8501 -0.838
C -3.8295 -0.4585 0.3836 0.246
S -2.5021 -0.7633 1.4789 -0.263
C -7.3390 0.8103 0.4949 -0.216
N -8.3016 1.2758 0.9168 -0.548
H -4.6532 -0.8116 -2.8865 0.558
H -5.1593 0.2780 1.8994 0.506
C 0.8870 -1.6204 6.6840 -1.727
C 0.5776 -1.3612 5.2380 1.123
C -0.2104 -0.2946 4.8343 -0.909
C -0.4603 -0.0908 3.4911 0.216
N 0.0155 -0.8914 2.5286 0.721
C 0.7853 -1.9160 2.9171 -0.822
C 1.0791 -2.1836 4.2354 -1.055
H 0.3955 -0.8974 7.3327 0.352
H 1.9631 -1.5665 6.8586 0.352
H 0.5593 -2.6207 6.9719 0.380
H -0.6290 0.3975 5.5547 0.478
H -1.0679 0.7403 3.1636 -0.224
H 1.2021 -2.5263 2.1313 0.535
H 1.7180 -3.0263 4.4704 0.458



# 6
8
Properties=species:S:1:pos:R:3:mulliken_charge:R:1 method="wB97M-V/def2-TZVPD" e_above_lowest_kj_mol=30.37 total_charge=+1 homo_lumo_gap_ev=10.61 fmax_ha_per_bohr=0.0360 e_lumo_ev=-7.1
C 3.5120 0.6290 0.0821 0.338
N 2.7883 -0.2623 0.1673 -0.161
N 1.3143 -2.3938 1.0392 0.017
N 1.5277 -1.9833 0.0519 0.854
F 4.3868 1.4825 -0.0306 -0.116
F 1.6709 -2.0155 -1.1664 0.056
F -0.6897 -0.1208 0.0459 -0.405
H -0.9767 -0.1375 0.9393 0.416



What did the second record say?
53
Properties=species:S:1:pos:R:3:mulliken_charge:R:1 method="wB97M-V/def2-TZVPD" e_above_lowest_kj_mol=0.00 total_charge=0 homo_lumo_gap_ev="7.34 / 6.80" fmax_ha_per_bohr=0.0666 e_lumo_ev="0.0 / -0.7" spin_multiplicity=3
P 2.2236 0.6442 -0.4860 1.636
P 0.5164 -2.2668 -0.0537 1.436
C 3.1033 -1.0037 -0.1583 -1.346
C 2.3192 -2.2344 -0.6132 -1.151
H 3.3621 -1.0322 0.9235 0.356
H 3.9984 -0.9183 -0.7748 0.662
H 2.3002 -2.3540 -1.7181 0.353
H 2.7314 -3.1204 -0.1273 0.612
C 0.8921 -2.8308 1.6453 -1.617
H -0.0565 -3.0138 2.1536 0.359
H 1.4944 -2.0999 2.2151 0.307
H 1.4609 -3.7571 1.4904 0.598
C 0.0586 -3.8612 -0.8127 -1.511
H 0.7538 -4.6023 -0.3653 0.417
H 0.1895 -3.7942 -1.9104 0.398
H -0.9931 -4.0622 -0.5401 0.346
C 3.5459 1.7451 0.1252 -1.419
H 3.1943 2.7782 -0.0488 0.380
H 4.4365 1.5056 -0.4892 0.425
H 3.7337 1.5654 1.1962 0.362
C 2.6057 0.6671 -2.2457 -1.754
H 2.1398 -0.1598 -2.7931 0.342
H 3.6906 0.5894 -2.2933 0.584
H 2.2624 1.6162 -2.6373 0.371
Ni -2.9418 1.6539 -0.7643 0.271
C -1.9794 -1.1682 0.0676 -0.418
C -1.4812 -0.8468 1.2774 -0.258
C -0.2546 -0.0067 1.6306 0.694
C -0.2045 1.5515 1.6482 -0.993
C 0.0184 2.2558 0.3565 -0.233
C -0.5180 1.8142 -0.8460 -0.940
C -0.4753 0.3980 -1.3792 1.214
C -1.7031 -0.5300 -1.3118 -1.504
C -3.0434 3.6353 -0.2517 -1.063
H -2.9324 -1.7021 0.0419 0.355
H -2.2057 -0.9206 2.1078 0.379
H 0.6278 -0.3149 1.0174 -1.096
H 0.0442 -0.3132 2.6646 0.599
H -1.0720 1.9906 2.1696 0.334
H 0.6753 1.7078 2.3167 0.381
H 0.0390 3.3569 0.5066 0.379
H -0.6174 2.6292 -1.5989 0.577
H 0.3113 -0.1913 -0.8567 -1.807
H -0.1035 0.3880 -2.4331 0.451
H -2.6208 -0.0427 -1.7483 0.644
H -1.4241 -1.3212 -2.0404 0.542
H -3.9344 3.7376 -0.8784 0.272
H -2.2208 4.2084 -0.6615 0.419
H -3.2765 3.9977 0.7528 0.312
O -3.8606 1.2729 2.5569 -0.518
C -4.6454 1.0078 1.6303 0.014
O -4.4389 0.8801 0.3727 -0.498
H -5.7257 0.8717 1.9709 0.348